Formula: C31H39AgN2Se3Te
Source: OMol25
Level of theory: the ωB97M-V functional and the def2-TZVPD basis

Geometry (Å):
Ag (1.035, -0.982, 0.917)
Se (3.769, -1.965, 1.113)
Se (3.863, -2.438, 5.123)
Te (2.729, -1.305, 3.245)
Se (0.459, -2.309, 3.097)
C (1.292, -3.760, -1.506)
C (-0.007, -3.611, -2.308)
C (0.087, -2.421, -3.274)
C (-1.226, -3.590, -1.393)
C (-1.989, -4.751, -1.335)
C (-3.122, -4.848, -0.542)
C (-3.502, -3.757, 0.217)
C (-2.769, -2.572, 0.203)
C (-3.239, -1.431, 1.103)
C (-3.399, -1.889, 2.556)
C (-4.549, -0.824, 0.591)
C (-1.626, -2.484, -0.620)
N (-0.908, -1.264, -0.698)
C (-1.541, -0.314, -1.277)
C (-1.202, 1.076, -1.440)
C (-2.135, 1.816, -2.195)
C (-2.036, 3.166, -2.410)
C (-0.943, 3.840, -1.826)
C (-0.019, 3.176, -1.073)
C (-0.077, 1.751, -0.835)
N (0.857, 1.103, -0.161)
C (1.869, 1.848, 0.491)
C (1.654, 2.318, 1.812)
C (2.700, 2.927, 2.494)
C (3.939, 3.103, 1.902)
C (4.133, 2.663, 0.605)
C (3.125, 2.034, -0.123)
C (3.477, 1.624, -1.555)
C (3.249, 0.149, -1.892)
C (2.808, 2.515, -2.609)
C (0.295, 2.203, 2.506)
C (0.377, 1.751, 3.965)
C (-0.453, 3.548, 2.481)
H (2.146, -3.923, -2.171)
H (1.237, -4.589, -0.799)
H (1.497, -2.862, -0.936)
H (-0.123, -4.512, -2.916)
H (0.434, -1.529, -2.755)
H (-0.881, -2.198, -3.734)
H (0.801, -2.651, -4.071)
H (-1.684, -5.601, -1.938)
H (-3.699, -5.766, -0.516)
H (-4.379, -3.831, 0.852)
H (-2.483, -0.648, 1.097)
H (-4.204, -2.626, 2.655)
H (-3.643, -1.035, 3.195)
H (-2.474, -2.332, 2.923)
H (-5.347, -1.573, 0.594)
H (-4.441, -0.454, -0.432)
H (-4.861, 0.010, 1.226)
H (-2.511, -0.566, -1.731)
H (-2.971, 1.270, -2.625)
H (-2.771, 3.697, -3.002)
H (-0.836, 4.911, -1.972)
H (0.821, 3.715, -0.656)
H (2.550, 3.254, 3.517)
H (4.752, 3.560, 2.454)
H (5.106, 2.791, 0.140)
H (4.553, 1.802, -1.634)
H (2.218, -0.139, -1.699)
H (3.884, -0.493, -1.284)
H (3.469, -0.030, -2.952)
H (1.747, 2.285, -2.703)
H (3.280, 2.355, -3.584)
H (2.904, 3.574, -2.351)
H (-0.293, 1.465, 1.965)
H (0.877, 2.497, 4.591)
H (0.902, 0.806, 4.075)
H (-0.635, 1.612, 4.357)
H (0.142, 4.309, 2.999)
H (-1.413, 3.453, 3.002)
H (-0.649, 3.894, 1.470)

Computed properties:
calculated total energy: -243095.811 eV
net charge: -2

Here are the Mulliken charges for atoms 1 to 8, given in e:
1. Ag 0.93
2. Se -0.71
3. Se -0.77
4. Te 0.31
5. Se -0.72
6. C -0.97
7. C 0.44
8. C -1.34

Formula: C31H39BCl2F4GaN6OP2S
Source: OMol25
Level of theory: the ωB97M-V functional and the def2-TZVPD basis

Geometry (Å):
Ga (-0.126, 0.095, -0.084)
Cl (-3.073, -3.723, -0.417)
C (-3.262, -2.348, 0.601)
C (-4.393, -2.260, 1.443)
C (-4.576, -1.189, 2.268)
Cl (-5.972, -1.109, 3.285)
C (-3.624, -0.137, 2.299)
C (-3.704, 1.019, 3.102)
C (-2.721, 1.973, 3.029)
C (-1.642, 1.778, 2.156)
N (-1.535, 0.700, 1.413)
C (-2.506, -0.250, 1.454)
C (-2.307, -1.361, 0.583)
O (-1.217, -1.406, -0.177)
H (-5.119, -3.060, 1.423)
H (-4.549, 1.146, 3.765)
H (-2.768, 2.872, 3.627)
H (-0.860, 2.522, 2.061)
C (3.324, 0.056, -1.653)
P (1.769, -0.821, -1.316)
C (2.402, -2.112, -0.159)
N (3.220, -2.983, -0.693)
C (3.680, -3.986, 0.089)
C (4.558, -4.954, -0.454)
C (4.984, -5.984, 0.329)
C (4.560, -6.099, 1.679)
C (3.724, -5.176, 2.230)
C (3.270, -4.090, 1.443)
N (2.478, -3.142, 1.996)
C (2.068, -2.165, 1.225)
P (1.142, -0.786, 1.979)
C (0.032, -1.628, 3.142)
C (2.392, 0.140, 2.994)
C (1.723, 1.440, 3.451)
C (2.860, -0.666, 4.205)
C (3.578, 0.474, 2.086)
C (1.152, -1.724, -2.837)
C (2.294, -1.888, -3.842)
C (0.017, -0.906, -3.467)
C (0.595, -3.090, -2.417)
H (4.126, -0.678, -1.571)
H (3.478, 0.853, -0.929)
H (3.315, 0.490, -2.646)
H (4.861, -4.851, -1.487)
H (5.651, -6.732, -0.078)
H (4.913, -6.931, 2.273)
H (3.394, -5.238, 3.258)
H (0.603, -2.332, 3.744)
H (-0.723, -2.176, 2.579)
H (-0.466, -0.902, 3.787)
H (0.821, 1.255, 4.039)
H (1.463, 2.073, 2.599)
H (2.416, 2.002, 4.080)
H (2.045, -0.863, 4.901)
H (3.615, -0.085, 4.739)
H (3.302, -1.617, 3.914)
H (3.259, 1.003, 1.184)
H (4.129, -0.419, 1.789)
H (4.269, 1.129, 2.621)
H (2.631, -0.926, -4.228)
H (1.920, -2.469, -4.688)
H (3.139, -2.426, -3.410)
H (0.365, 0.049, -3.851)
H (-0.805, -0.736, -2.766)
H (-0.388, -1.487, -4.298)
H (1.380, -3.773, -2.099)
H (0.109, -3.530, -3.290)
H (-0.157, -3.005, -1.630)
C (-3.854, 1.499, -4.154)
C (-4.023, 2.006, -2.719)
C (-2.699, 2.227, -2.066)
N (-2.077, 1.330, -1.392)
N (-0.834, 1.755, -0.972)
C (-0.533, 2.986, -1.328)
N (0.585, 3.643, -0.970)
S (-1.802, 3.708, -2.235)
H (-4.828, 1.339, -4.613)
H (-3.307, 0.557, -4.162)
H (-3.305, 2.217, -4.765)
H (-4.565, 1.277, -2.117)
H (-4.595, 2.935, -2.708)
H (1.418, 3.066, -0.951)
H (0.776, 4.483, -1.499)
F (2.804, 1.832, -4.366)
B (2.131, 2.564, -3.405)
F (3.015, 3.185, -2.500)
F (1.242, 3.492, -3.938)
F (1.347, 1.627, -2.599)

Computed properties:
energy above the lowest of the compared OMol25 structures with the same formula, charge and spin: 14.1 kcal/mol
net charge: +1

Here are the Mulliken charges for atoms 1 to 8, given in e:
1. Ga -0.17
2. Cl -0.21
3. C 0.73
4. C -0.49
5. C 0.57
6. Cl -0.24
7. C 0.39
8. C -0.97

Let's list max |F| in order: 0.02419; 0.01485 hartree/bohr.